[1]
Here is C13H11AlNO2S as an isolated structure from the OMol25 dataset. Energies are from ωB97M-V/def2-TZVPD.

Values from the calculation:
Net charge: -1
HOMO level in eV: -5.08
LUMO in eV: 0.18
F_max in Eh/bohr: 0.078
Total energy in eV: -36675.9396

Each line ends with the Mulliken charge.
Element x y z (Å)
C 3.554 3.400 0.953  0.51
C 2.786 3.770 0.074  -1.03
Al 1.399 4.167 -1.373  0.06
S 2.314 3.542 -3.404  -0.47
C -0.231 2.975 -1.095  0.26
C -0.222 1.482 -1.185  -0.11
C -1.384 0.606 -1.029  -0.35
N -2.628 1.129 -0.780  -0.62
C -2.674 2.483 -0.655  -0.13
C -1.615 3.490 -0.781  -0.38
H 3.987 2.972 1.884  0.33
H 0.997 5.701 -1.392  -0.25
H 2.324 2.162 -3.396  0.06
H 0.767 0.988 -1.401  0.25
H -1.259 -0.506 -1.139  0.31
H -3.700 2.903 -0.426  0.26
H -1.792 4.591 -0.652  0.29
C -0.398 -5.196 0.969  -0.34
C 0.098 -4.382 0.038  -0.39
C 0.315 -2.943 0.314  0.33
O 0.764 -2.200 -0.531  -0.51
C -0.038 -2.446 1.664  -0.23
C -0.534 -3.261 2.593  -0.33
C -0.751 -4.699 2.318  0.38
O -1.202 -5.444 3.166  -0.57
H -0.564 -6.250 0.785  0.39
H 0.362 -4.729 -0.953  0.41
H 0.128 -1.391 1.847  0.46
H -0.799 -2.914 3.584  0.40

---

[2]
Here is a single C19H19ClN2O3 molecule from the OMol25 dataset. Energies are from ωB97M-V/def2-TZVPD.

Values from the calculation:
HOMO level in eV: -8.85
LUMO in eV: 0.66
F_max in Eh/bohr: 0.025
Total energy in eV: -41657.1916

Each line ends with the Mulliken charge.
Element x y z (Å)
C -2.884 -2.553 1.687  -1.06
C -3.117 -2.353 0.190  -0.64
N -3.660 -1.049 -0.120  0.17
C -5.056 -0.800 0.181  -0.93
C -5.246 0.170 1.353  -0.37
O -6.595 0.088 1.758  -0.52
C -2.947 -0.041 -0.672  0.15
O -3.442 1.038 -0.936  -0.65
C -1.497 -0.320 -0.950  -0.12
C -1.110 -0.684 -2.246  -0.14
C 0.213 -0.887 -2.582  -0.96
C 1.158 -0.708 -1.583  1.03
N 2.530 -0.830 -1.581  -0.74
C 2.895 -0.541 -0.381  0.84
C 4.292 -0.473 0.119  -1.20
C 4.747 0.967 0.079  0.70
C 4.981 1.681 1.245  -0.64
C 5.376 3.007 1.182  -0.48
C 5.534 3.636 -0.040  -0.50
C 5.291 2.918 -1.201  0.21
Cl 5.479 3.691 -2.736  -0.22
C 4.898 1.593 -1.151  -0.50
O 1.885 -0.223 0.471  -0.43
C 0.761 -0.325 -0.285  0.43
C -0.562 -0.124 0.056  -0.78
H -2.462 -3.539 1.863  0.40
H -2.191 -1.807 2.064  0.23
H -3.818 -2.474 2.236  0.32
H -2.174 -2.472 -0.347  0.37
H -3.816 -3.113 -0.175  0.43
H -5.541 -0.370 -0.700  0.34
H -5.545 -1.742 0.429  0.43
H -4.985 1.183 1.026  0.36
H -4.580 -0.113 2.182  0.23
H -6.793 0.825 2.344  0.32
H -1.878 -0.803 -2.995  0.48
H 0.510 -1.168 -3.579  0.44
H 4.916 -1.085 -0.533  0.33
H 4.332 -0.854 1.140  0.43
H 4.858 1.202 2.205  0.33
H 5.559 3.557 2.092  0.37
H 5.839 4.669 -0.096  0.42
H 4.701 1.044 -2.060  0.47
H -0.851 0.184 1.048  0.60

---

[3]
Here is a 7-piece molecular cluster, C8H24O6 overall from the OMol25 dataset. Energies are from ωB97M-V/def2-TZVPD.

Values from the calculation:
HOMO level in eV: -8.00
LUMO in eV: 0.37
F_max in Eh/bohr: 0.115
Total energy in eV: -20967.4740

Each line ends with the Mulliken charge.
Element x y z (Å)
C -1.829 0.677 -2.980  -1.42
C -2.120 -0.361 -2.122  1.05
C -3.291 -1.176 -2.244  -1.33
C -1.000 -0.594 -1.140  -0.55
C 0.350 -0.310 -1.350  -0.81
C 1.216 -0.551 -0.153  0.41
C 2.435 -1.079 -0.377  -0.34
C 3.183 -1.624 0.823  -1.06
H -1.014 1.351 -2.901  0.32
H -2.312 0.831 -3.859  0.36
H -4.261 -0.696 -1.900  0.26
H -3.175 -2.088 -1.833  0.40
H -3.435 -1.221 -3.314  0.37
H -1.365 -1.039 -0.208  0.67
H 0.691 0.049 -2.381  0.35
H 0.823 -0.328 0.831  0.12
H 2.723 -1.373 -1.364  0.39
H 4.271 -1.769 0.751  0.36
H 3.033 -1.160 1.866  0.15
H 2.847 -2.644 0.990  0.29
O 2.182 2.982 0.295  -0.67
H 2.195 3.978 0.274  0.33
H 1.347 2.764 -0.138  0.30
O -0.832 -1.303 2.877  -0.59
H -0.796 -0.492 2.481  0.35
H -1.471 -1.234 3.512  0.26
O 1.768 1.702 2.567  -0.71
H 1.924 2.300 1.804  0.44
H 2.482 1.086 2.755  0.27
O -0.650 -3.855 -1.091  -0.66
H -1.008 -2.997 -1.625  0.38
H -0.210 -3.433 -0.381  0.32
O -0.660 3.059 0.299  -0.62
H -0.931 2.429 0.967  0.37
H -1.495 3.570 0.074  0.30
O -0.784 1.410 2.389  -0.78
H 0.266 1.375 2.592  0.47
H -1.100 1.765 3.212  0.27

---

[4]
Here is C62H66B2MnN13OS2 as an isolated structure from the OMol25 dataset. Energies are from ωB97M-V/def2-TZVPD.

Values from the calculation:
Spin multiplicity: 6
Net charge: -1
HOMO level (alpha / beta) in eV: -4.13 / -4.14
LUMO (alpha / beta) in eV: 1.51 / 1.50
F_max in Eh/bohr: 0.043
Total energy in eV: -141138.4495

Each line ends with the Löwdin spin population.
Element x y z (Å)
Mn 0.059 0.463 0.636  4.74
C -3.128 -2.691 4.400  0.00
C -1.924 -2.518 3.541  0.00
C -0.928 -3.441 3.323  0.00
C -0.043 -2.832 2.416  0.00
N -0.474 -1.601 2.126  0.02
N -1.627 -1.427 2.803  0.00
B -2.524 -0.191 2.690  0.00
N -1.777 1.065 3.141  0.00
N -0.772 1.668 2.484  0.03
C -0.503 2.814 3.123  0.00
C -1.346 2.912 4.247  0.00
C -2.135 1.790 4.221  0.00
C -3.192 1.428 5.204  0.00
C 0.411 3.876 2.710  0.00
C 1.432 3.688 1.784  0.00
C 2.281 4.728 1.461  0.00
C 2.115 5.979 2.025  0.00
C 1.085 6.192 2.922  0.00
C 0.252 5.149 3.267  0.00
N -3.067 -0.082 1.255  0.00
N -2.295 0.068 0.171  0.03
C -3.083 -0.035 -0.903  0.00
C -4.407 -0.244 -0.480  0.00
C -4.357 -0.257 0.896  0.00
C -5.491 -0.385 1.853  0.00
C -2.683 0.101 -2.303  0.00
C -3.385 -0.595 -3.287  0.00
C -3.135 -0.368 -4.626  0.00
C -2.174 0.549 -5.012  0.00
C -1.441 1.213 -4.047  0.00
C -1.685 0.985 -2.706  0.00
C 1.086 -3.620 1.902  0.00
C 0.798 -4.868 1.349  0.00
C 1.810 -5.756 1.035  0.00
C 3.132 -5.412 1.257  0.00
C 3.432 -4.165 1.773  0.00
C 2.416 -3.282 2.098  0.00
H -3.062 -3.660 4.892  0.00
H -3.189 -1.914 5.161  0.00
H -4.034 -2.660 3.795  0.00
H -0.829 -4.412 3.765  0.00
H -3.438 -0.352 3.414  0.00
H -1.379 3.669 5.004  0.00
H -3.223 2.203 5.966  0.00
H -4.164 1.359 4.716  0.00
H -2.970 0.475 5.682  0.00
H 1.569 2.708 1.345  0.00
H 3.099 4.569 0.779  0.00
H 2.790 6.784 1.777  0.00
H 0.943 7.166 3.373  0.00
H -0.535 5.328 3.984  0.00
H -5.282 -0.344 -1.091  0.00
H -6.430 -0.347 1.306  0.00
H -5.439 -1.328 2.397  0.00
H -5.468 0.439 2.564  0.00
H -4.136 -1.314 -2.993  0.00
H -3.706 -0.895 -5.376  0.00
H -2.000 0.751 -6.058  0.00
H -0.693 1.932 -4.347  0.00
H -1.124 1.512 -1.954  0.00
H -0.232 -5.149 1.184  0.00
H 1.567 -6.732 0.637  0.00
H 3.922 -6.122 1.052  0.00
H 4.461 -3.885 1.946  0.00
H 2.657 -2.328 2.520  0.00
C 0.699 -0.263 5.306  0.00
N 1.965 -0.786 4.895  0.00
C 2.586 -1.927 5.338  0.00
C 3.784 -1.989 4.714  0.00
N 3.907 -0.914 3.874  0.00
B 5.182 -0.568 3.088  0.00
N 5.023 -0.067 1.595  0.00
C 6.211 0.344 1.050  0.00
C 6.142 0.283 -0.299  0.00
N 4.875 -0.135 -0.601  0.00
C 4.397 -0.613 -1.864  0.00
C 4.187 -0.312 0.571  0.01
S 2.564 -0.796 0.473  0.02
C 2.795 -0.169 4.004  0.00
S 2.449 1.295 3.288  0.01
H 0.487 -0.571 6.331  0.00
H -0.106 -0.601 4.647  0.00
H 0.749 0.827 5.249  0.00
H 2.118 -2.580 6.045  0.00
H 4.565 -2.714 4.816  0.00
H 5.752 0.316 3.656  0.00
H 5.819 -1.585 3.010  0.00
H 7.030 0.619 1.680  0.00
H 6.866 0.512 -1.055  0.00
H 5.021 -0.232 -2.669  0.00
H 3.361 -0.300 -1.990  0.00
H 4.418 -1.708 -1.878  0.00
C 3.697 2.874 -1.388  0.00
C 2.277 2.514 -1.829  0.00
C 2.243 2.112 -3.310  0.00
C 1.293 3.645 -1.614  0.01
C 1.566 4.878 -2.171  0.00
C 0.657 5.917 -2.101  0.00
C -0.566 5.673 -1.506  0.00
C -0.901 4.451 -0.941  0.01
C -2.348 4.367 -0.484  0.00
C -2.595 3.512 0.747  0.00
C -3.229 3.879 -1.642  0.00
C 0.061 3.395 -0.932  0.01
O -0.137 2.228 -0.383  0.06
H 4.412 2.166 -1.799  0.00
H 3.773 2.836 -0.305  0.00
H 3.977 3.872 -1.718  0.00
H 1.944 1.652 -1.227  0.00
H 2.440 2.971 -3.948  0.00
H 1.263 1.718 -3.564  0.00
H 2.982 1.344 -3.534  0.00
H 2.504 5.038 -2.689  0.00
H 0.887 6.886 -2.525  0.00
H -1.311 6.462 -1.491  0.00
H -2.664 5.394 -0.248  0.00
H -2.115 2.549 0.616  0.00
H -3.664 3.363 0.897  0.00
H -2.176 3.994 1.625  0.00
H -3.085 2.814 -1.793  0.00
H -2.983 4.402 -2.565  0.00
H -4.278 4.055 -1.411  0.00
N -2.086 -4.644 -4.520  0.00
C -2.059 -5.173 -5.780  0.00
C -2.761 -6.196 -6.387  0.00
C -2.444 -6.480 -7.706  0.00
C -1.467 -5.760 -8.393  0.00
C -0.771 -4.727 -7.799  0.00
C -1.066 -4.427 -6.470  0.00
N -0.533 -3.492 -5.639  0.00
C -1.138 -3.637 -4.474  0.00
C -0.823 -2.878 -3.302  0.00
C -1.345 -3.130 -2.021  0.00
C -0.956 -2.346 -0.959  0.00
N -0.095 -1.327 -1.049  0.02
C 0.418 -1.099 -2.265  0.00
C 0.099 -1.821 -3.389  0.00
H -2.690 -4.931 -3.771  0.00
H -3.525 -6.752 -5.862  0.00
H -2.961 -7.281 -8.212  0.00
H -1.249 -6.021 -9.420  0.00
H -0.022 -4.166 -8.338  0.00
H -2.028 -3.947 -1.839  0.00
H -1.348 -2.551 0.027  0.00
H 1.129 -0.288 -2.319  0.00
H 0.543 -1.599 -4.345  0.00

---

[5]
Here is C13H13NaO as an isolated structure from the OMol25 dataset. Energies are from ωB97M-V/def2-TZVPD.

Values from the calculation:
HOMO level in eV: -6.59
LUMO in eV: -0.74
F_max in Eh/bohr: 0.036
Total energy in eV: -20154.0571

Each line ends with the Mulliken charge.
Element x y z (Å)
C -4.265 -2.015 2.282  -1.03
C -2.806 -2.192 1.902  0.92
C -2.434 -1.944 0.500  -0.23
C -1.172 -2.174 0.090  -0.70
O -1.963 -2.529 2.743  -0.60
H -4.884 -1.802 1.419  0.33
H -4.608 -2.930 2.772  0.30
H -4.340 -1.199 3.010  0.26
H -3.198 -1.567 -0.184  0.21
H -0.895 -1.996 -0.957  0.25
H -0.417 -2.548 0.782  0.29
C 0.348 2.418 -1.676  -0.90
Na 1.683 3.305 0.161  0.86
C -0.496 2.061 -0.618  -0.75
C 0.134 1.043 0.128  -0.38
C 1.408 0.801 -0.425  0.69
C 1.597 1.671 -1.544  0.19
C 2.892 1.886 -2.059  -0.61
C 3.957 1.126 -1.584  -0.41
C 3.773 0.211 -0.535  -0.55
C 2.519 0.063 0.052  -0.62
H -0.052 2.520 -2.692  0.21
H -1.511 2.424 -0.399  0.37
H -0.331 0.521 0.993  0.42
H 3.063 2.612 -2.867  0.40
H 4.960 1.226 -2.025  0.35
H 4.636 -0.377 -0.182  0.34
H 2.400 -0.616 0.916  0.38

---

[6]
Here is a single C5H10O molecule from the OMol25 dataset. Energies are from ωB97M-V/def2-TZVPD.

Values from the calculation:
HOMO level in eV: -8.36
LUMO in eV: 1.00
F_max in Eh/bohr: 0.068
Total energy in eV: -7391.1334

Each line ends with the Mulliken charge.
Element x y z (Å)
O 1.970 1.196 0.357  -0.46
C 2.022 -0.152 0.060  -0.57
C 0.446 -0.949 -0.529  -0.93
C -0.571 -0.316 0.326  -0.04
C -1.988 -0.111 -0.102  -0.64
C -1.051 1.063 -0.032  -0.58
H 1.463 1.301 1.181  0.33
H 2.277 -0.759 0.926  0.31
H 2.011 -0.470 -0.952  0.41
H 0.555 -2.037 -0.381  0.41
H 0.165 -0.846 -1.613  0.36
H -0.389 -0.520 1.379  0.39
H -2.278 -0.479 -1.083  0.24
H -2.754 -0.201 0.660  0.25
H -0.696 1.494 -0.967  0.21
H -1.183 1.786 0.768  0.32